A:
The following is a DFT calculation (ωB97M-V with the def2-TZVPD basis set) of a cluster of 2 separate species, C5H8O4 in total.

The HOMO energy comes out at -1.4 eV. The value obtained for the LUMO energy is 6.390 eV. As for the HOMO-LUMO gap: 0.2851 Eh. The net charge is -2.

```
17
C5H8O4 (ωB97M-V with the def2-TZVPD basis set)
C -2.017 -1.115 -0.263
C -3.379 -0.775 0.558
O -4.432 -0.821 -0.129
O -3.333 -0.209 1.624
H -1.001 -0.817 0.186
H -2.103 -0.453 -1.187
H -2.011 -2.104 -0.646
C 1.457 0.350 0.337
C 1.303 1.174 -0.930
C 2.978 0.170 0.883
O 3.894 0.170 0.046
O 3.008 -0.141 2.054
H 1.020 1.000 1.277
H 1.040 -0.700 0.103
H 1.339 0.606 -1.796
H 1.964 1.968 -1.227
H 0.271 1.695 -0.889
```

=====

B:
The following is a DFT calculation (ωB97M-V with the def2-TZVPD basis set) of a cluster of 2 separate species, C5H8O4 in total.

The HOMO energy comes out at -1.5 eV. The value obtained for the LUMO energy is 6.521 eV. As for the HOMO-LUMO gap: 0.2933 Eh. The net charge is -2.

```
17
C5H8O4 (ωB97M-V with the def2-TZVPD basis set)
C 0.046 -0.433 2.619
C 0.496 1.033 2.830
O -0.399 1.807 3.239
O 1.699 1.296 2.601
H 0.921 -1.078 2.733
H -0.398 -0.577 1.638
H -0.686 -0.739 3.369
C 0.224 0.281 -1.620
C -0.396 -1.047 -1.202
C -0.216 0.726 -3.049
O -0.578 1.914 -3.171
O -0.191 -0.154 -3.956
H 0.001 1.089 -0.930
H 1.314 0.169 -1.618
H 0.300 -1.809 -0.875
H -0.876 -1.556 -2.054
H -1.261 -0.922 -0.554
```

=====

Stability order, top to bottom: B, A

=====

A:
The following is a DFT calculation (ωB97M-V with the def2-TZVPD basis set) of a structure of composition C5H15NO2.

The HOMO energy comes out at -8.0 eV. The value obtained for the LUMO energy is -4.308 eV. As for the HOMO-LUMO gap: 0.1341 Eh. The net charge is 0.

```
23
C5H15NO2 (ωB97M-V with the def2-TZVPD basis set)
C 0.939 0.503 1.870
C 0.340 -0.954 1.692
C 0.969 1.224 0.465
N 1.945 0.638 -0.343
C 1.590 0.313 -1.714
C 0.148 -0.164 -1.917
O -2.353 -1.725 0.357
H 1.916 0.445 2.306
H 0.223 1.097 2.442
H -0.724 -0.909 1.303
H 0.854 -1.564 0.897
H 0.203 -1.557 2.539
H -0.120 1.189 0.032
H 1.106 2.294 0.646
H -2.840 -2.044 -0.416
H 1.681 1.148 -2.426
H 2.398 -0.391 -1.932
H -0.260 -0.927 -1.199
H -0.196 -0.554 -2.921
H -0.456 0.732 -1.633
H -2.261 -0.494 0.087
H -2.990 1.011 0.002
O -2.112 0.690 -0.139
```

=====

B:
The following is a DFT calculation (ωB97M-V with the def2-TZVPD basis set) of a cluster of 2 separate species, C5H15NO2 in total.

The HOMO energy comes out at -8.6 eV. As for the SMILES: CNCCCCO.O. The value obtained for the LUMO energy is 0.701 eV. As for the HOMO-LUMO gap: 0.3423 Eh. The net charge is 0.

```
23
C5H15NO2 (ωB97M-V with the def2-TZVPD basis set)
C 0.996 0.699 1.319
O 2.219 0.006 1.030
C 0.662 1.669 0.201
C -0.218 1.082 -0.921
C 0.382 0.008 -1.822
C -0.689 -1.946 -0.716
N 0.494 -1.369 -1.314
H 0.190 -0.003 1.579
H 1.174 1.254 2.254
H 2.067 -0.952 1.042
H 1.601 2.043 -0.201
H 0.133 2.547 0.571
H -1.191 0.786 -0.502
H -0.496 1.925 -1.567
H -0.203 -0.090 -2.729
H 1.378 0.332 -2.107
H -0.937 -1.549 0.267
H -1.525 -1.749 -1.381
H -0.516 -3.013 -0.706
H 1.321 -1.494 -0.752
H -1.716 0.417 2.368
H -2.807 -0.269 1.627
O -2.319 -0.333 2.458
```

=====

Stability order, top to bottom: B, A

=====

A:
The following is a DFT calculation (ωB97M-V with the def2-TZVPD basis set) of a cluster of 3 separate species, C4H13NO2 in total.

The HOMO energy comes out at -9.5 eV. As for the SMILES: C/C=C/CN.O.O. The value obtained for the LUMO energy is 0.780 eV. As for the HOMO-LUMO gap: 0.3780 Eh. The net charge is 0.

```
20
C4H13NO2 (ωB97M-V with the def2-TZVPD basis set)
N -0.617 0.724 1.904
C -1.712 -0.259 1.294
C -1.046 0.481 -2.334
C -1.448 0.578 -0.932
C -1.176 -0.363 -0.101
H -0.561 1.670 1.555
H -0.723 0.760 2.988
H -2.689 0.261 1.386
H -1.711 -1.186 1.953
H -1.792 0.402 -3.141
H -0.466 1.490 -2.479
H -0.481 -0.504 -2.376
H -2.094 1.524 -0.669
H -0.442 -1.147 -0.288
H 2.808 -0.179 -0.926
H 2.400 -1.634 -0.913
O 2.758 -1.025 -1.474
H 1.332 0.471 1.227
H 1.801 -0.876 1.706
O 2.145 -0.068 1.360
```

=====

B:
The following is a DFT calculation (ωB97M-V with the def2-TZVPD basis set) of a cluster of 2 separate species, C4H13NO2 in total.

The HOMO energy comes out at -9.1 eV. As for the SMILES: NCCCCO.O. The value obtained for the LUMO energy is 0.869 eV. As for the HOMO-LUMO gap: 0.3671 Eh. The net charge is 0.

```
20
C4H13NO2 (ωB97M-V with the def2-TZVPD basis set)
C -0.560 1.161 -0.413
O -1.681 1.039 -1.311
C 0.562 0.374 -1.070
C 0.190 -1.114 -1.226
C -0.364 -1.794 0.012
N 0.557 -1.554 1.144
H -0.299 2.208 -0.242
H -0.833 0.726 0.547
H -2.408 1.530 -0.925
H 0.684 0.762 -2.082
H 1.475 0.384 -0.506
H -0.511 -1.285 -2.047
H 1.092 -1.660 -1.532
H -0.433 -2.873 -0.150
H -1.322 -1.395 0.303
H 0.196 -1.850 2.036
H 1.480 -1.935 0.999
H 1.452 1.089 1.679
H 1.657 1.873 2.975
O 1.017 1.700 2.281
```

=====

Stability order, top to bottom: B, A

=====

A:
The following is a DFT calculation (ωB97M-V with the def2-TZVPD basis set) of an isolated molecule of C2H4N4O2.

The HOMO energy comes out at -9.2 eV. As for the SMILES: N/N=c1/[nH][nH]c(=O)o1. The value obtained for the LUMO energy is 0.482 eV. As for the HOMO-LUMO gap: 0.3541 Eh. The net charge is 0.

```
12
C2H4N4O2 (ωB97M-V with the def2-TZVPD basis set)
C 0.567 0.428 -0.032
C -1.577 -0.603 0.067
H 1.802 -1.600 0.526
H 3.392 -0.751 0.107
H -0.555 2.379 0.265
H -2.890 1.011 -0.013
N 2.326 -1.020 -0.205
N 1.820 0.343 -0.174
N -0.516 1.460 -0.314
N -1.827 0.718 0.029
O -2.367 -1.573 -0.291
O -0.173 -0.793 0.035
```

=====

B:
The following is a DFT calculation (ωB97M-V with the def2-TZVPD basis set) of a structure of composition C2H4N4O2.

The HOMO energy comes out at -9.2 eV. The value obtained for the LUMO energy is -0.130 eV. As for the HOMO-LUMO gap: 0.3337 Eh. The net charge is 0.

```
12
C2H4N4O2 (ωB97M-V with the def2-TZVPD basis set)
C -1.301 0.066 0.337
C 1.251 -0.181 -0.245
H -3.144 -0.776 -0.285
H -1.988 -0.019 -1.695
H 2.966 -0.840 0.804
H 2.281 0.873 0.969
N -2.426 -0.077 -0.477
N -0.519 1.321 -0.087
N 0.675 1.242 -0.232
N 2.425 0.027 0.411
O -1.113 -0.542 1.389
O 0.893 -1.093 -0.888
```

=====

C:
The following is a DFT calculation (ωB97M-V with the def2-TZVPD basis set) of an isolated molecule of C2H4N4O2.

The HOMO energy comes out at -8.8 eV. As for the SMILES: Nc1non(N)c1=O. The value obtained for the LUMO energy is -0.423 eV. As for the HOMO-LUMO gap: 0.3088 Eh. The net charge is 0.

```
12
C2H4N4O2 (ωB97M-V with the def2-TZVPD basis set)
C 1.102 0.336 -0.352
C 0.208 -0.082 0.758
H 3.259 0.195 -1.103
H 2.531 0.218 0.832
H -2.363 -1.373 0.658
H -2.404 0.588 0.996
N 2.452 0.050 -0.147
N 0.444 0.727 -1.428
N -0.902 -0.484 -0.129
N -2.364 -0.358 0.280
O -0.887 0.501 -1.118
O 0.100 -0.588 1.887
```

=====

Stability order, top to bottom: B, A, C